[1]
One molecule with the formula C5H11NO, computed with ωB97M-V/def2-TZVPD.

Element x y z (Å)
C (-2.28, -0.29, -0.69)
C (-1.50, 0.83, 0.00)
C (-0.60, 0.33, 1.12)
N (0.50, -0.51, 0.64)
C (1.59, 0.14, 0.15)
O (1.65, 1.36, 0.22)
C (2.78, -0.55, -0.51)
H (-2.92, 0.10, -1.48)
H (-1.60, -1.02, -1.15)
H (-2.91, -0.83, 0.03)
H (-0.88, 1.36, -0.73)
H (-2.20, 1.57, 0.41)
H (-0.12, 1.19, 1.61)
H (-1.18, -0.21, 1.88)
H (0.36, -1.51, 0.57)
H (2.81, -0.16, -1.53)
H (2.83, -1.64, -0.54)
H (3.66, -0.15, -0.01)

spin multiplicity: 1
gap between HOMO and LUMO: 0.38376 hartree
structure (SMILES): CCCNC(C)=O
energy: -327.124070 a.u.
total charge: 0
relative energy (zero: lowest compared OMol25 entry of this formula, charge and spin): 4.6 kcal/mol
molar mass: 101.149 g/mol
HOMO: -9.534 eV
LUMO energy: 0.91 eV

***

[2]
C30H78AlCl2O11S8 as an isolated structure, computed with ωB97M-V/def2-TZVPD.

Element x y z (Å)
C (8.68, 1.21, 3.20)
C (9.75, 0.16, 3.43)
O (9.32, -1.18, 3.56)
C (7.95, -1.41, 3.85)
C (7.70, -2.91, 3.96)
C (6.50, -3.37, 3.15)
C (5.18, -2.77, 3.65)
C (3.91, -3.49, 3.14)
Al (2.57, -2.45, 2.07)
O (1.08, -2.22, 3.05)
C (0.18, -1.29, 2.53)
C (-1.13, -1.33, 3.30)
O (-1.68, -0.02, 3.38)
C (-3.07, 0.01, 3.60)
C (-3.46, 1.36, 4.17)
C (3.12, -0.59, 1.42)
Cl (3.48, 0.56, 2.79)
C (4.09, -0.32, 0.28)
C (3.87, -1.29, -0.87)
Cl (5.84, -0.36, 0.73)
H (8.12, 1.03, 2.28)
H (7.98, 1.29, 4.03)
H (9.18, 2.18, 3.10)
H (10.34, 0.42, 4.32)
H (10.44, 0.19, 2.58)
H (7.68, -0.91, 4.79)
H (7.32, -1.00, 3.06)
H (8.61, -3.41, 3.61)
H (7.55, -3.18, 5.01)
H (6.65, -3.09, 2.11)
H (6.41, -4.46, 3.20)
H (5.21, -2.81, 4.75)
H (5.16, -1.71, 3.39)
H (3.37, -3.88, 4.01)
H (4.21, -4.38, 2.57)
H (2.10, -3.26, 0.73)
H (-0.03, -1.49, 1.47)
H (0.55, -0.26, 2.61)
H (-0.91, -1.71, 4.31)
H (-1.86, -1.98, 2.81)
H (-3.58, -0.17, 2.65)
H (-3.36, -0.80, 4.28)
H (-4.37, 1.29, 4.77)
H (-2.65, 1.73, 4.78)
H (-3.63, 2.06, 3.35)
H (2.20, -0.16, 1.02)
H (3.92, 0.70, -0.08)
H (4.48, -0.98, -1.72)
H (4.10, -2.31, -0.60)
H (2.82, -1.21, -1.15)
C (1.12, 3.28, 1.86)
S (0.51, 2.11, 0.65)
O (1.59, 1.92, -0.36)
C (-0.66, 3.24, -0.12)
H (1.91, 2.78, 2.41)
H (1.51, 4.16, 1.34)
H (0.30, 3.55, 2.53)
H (-0.12, 4.09, -0.51)
H (-1.41, 3.56, 0.61)
H (-1.14, 2.70, -0.93)
C (-5.47, 4.46, 3.06)
S (-4.71, 4.03, 1.49)
O (-3.26, 4.37, 1.62)
C (-5.44, 5.34, 0.52)
H (-5.08, 3.78, 3.82)
H (-5.19, 5.48, 3.32)
H (-6.55, 4.36, 2.97)
H (-5.19, 6.31, 0.96)
H (-6.52, 5.20, 0.48)
H (-5.03, 5.26, -0.48)
C (-4.52, 4.23, -4.99)
S (-4.46, 4.08, -3.21)
O (-5.40, 5.09, -2.66)
C (-2.81, 4.75, -3.00)
H (-5.50, 3.88, -5.32)
H (-4.36, 5.27, -5.27)
H (-3.75, 3.59, -5.42)
H (-2.77, 5.76, -3.41)
H (-2.09, 4.10, -3.50)
H (-2.59, 4.77, -1.93)
C (-7.47, 1.89, -8.57)
S (-6.61, 1.06, -7.23)
O (-6.70, 1.97, -6.05)
C (-4.96, 1.25, -7.90)
H (-8.53, 1.92, -8.31)
H (-7.08, 2.90, -8.68)
H (-7.34, 1.32, -9.49)
H (-4.75, 2.31, -8.06)
H (-4.89, 0.69, -8.84)
H (-4.27, 0.83, -7.18)
C (-5.39, 4.29, 7.59)
S (-3.59, 4.40, 7.53)
O (-3.19, 3.86, 6.21)
C (-3.28, 3.09, 8.72)
H (-5.78, 5.01, 6.87)
H (-5.70, 3.28, 7.33)
H (-5.74, 4.56, 8.59)
H (-3.75, 2.17, 8.37)
H (-3.68, 3.38, 9.69)
H (-2.21, 2.97, 8.78)
C (1.03, -1.97, -4.53)
S (1.08, -2.62, -2.85)
O (2.20, -3.59, -2.82)
C (-0.43, -3.57, -2.97)
H (1.93, -1.37, -4.67)
H (1.02, -2.80, -5.24)
H (0.14, -1.35, -4.66)
H (-0.35, -4.29, -3.79)
H (-1.27, -2.90, -3.15)
H (-0.56, -4.09, -2.02)
C (3.99, -4.23, -5.45)
S (5.76, -4.30, -5.72)
O (5.97, -4.44, -7.19)
C (5.98, -5.94, -5.01)
H (3.64, -3.28, -5.85)
H (3.51, -5.05, -5.98)
H (3.76, -4.27, -4.39)
H (5.35, -6.65, -5.56)
H (5.70, -5.92, -3.96)
H (7.03, -6.20, -5.12)
C (-5.34, -5.27, -4.00)
S (-4.68, -3.65, -3.59)
O (-3.55, -3.41, -4.52)
C (-3.97, -4.14, -2.01)
H (-5.80, -5.19, -4.98)
H (-4.53, -5.99, -4.02)
H (-6.10, -5.55, -3.26)
H (-3.26, -4.95, -2.16)
H (-4.77, -4.44, -1.34)
H (-3.45, -3.27, -1.60)

spin multiplicity: 1
gap between HOMO and LUMO: 0.22825 hartree
energy: -6365.618581 a.u.
total charge: -1
molar mass: 969.367 g/mol
HOMO: -4.821 eV
LUMO energy: 1.39 eV

***

[3]
One molecule with the formula C3H6N4 at a distorted geometry, computed with ωB97M-V/def2-TZVPD.

Element x y z (Å)
C (-1.18, 0.62, -0.87)
C (-0.27, 0.26, 0.26)
C (0.36, -1.04, 0.60)
N (-0.20, 2.52, 1.14)
N (-1.36, 2.16, 1.13)
N (0.69, 1.78, 0.59)
N (-1.53, 0.82, 0.64)
H (-1.07, 1.29, -1.60)
H (-1.60, -0.32, -1.21)
H (1.29, -1.13, -0.05)
H (-0.31, -1.82, 0.40)
H (0.47, -0.91, 1.58)
H (1.54, 1.66, 0.95)

spin multiplicity: 1
gap between HOMO and LUMO: 0.36362 hartree
structure (SMILES): C[C@@]12CN1N=NN2
energy: -336.748152 a.u.
total charge: 0
relative energy (zero: lowest compared OMol25 entry of this formula, charge and spin): 126.2 kcal/mol
molar mass: 98.109 g/mol
HOMO: -9.003 eV
LUMO energy: 0.89 eV

***

[4]
C24H35IrN7O3 as an isolated structure at a distorted geometry, computed with ωB97M-V/def2-TZVPD.

Element x y z (Å)
Ir (0.36, 0.03, -0.02)
O (5.00, 0.94, 5.47)
N (3.85, 1.18, 5.78)
O (3.47, 1.53, 6.86)
C (2.81, 1.04, 4.72)
C (1.56, 1.41, 5.07)
C (0.48, 1.34, 4.14)
C (-0.83, 1.73, 4.47)
C (-1.82, 1.64, 3.51)
C (-1.49, 1.15, 2.25)
N (-0.26, 0.77, 1.92)
C (0.73, 0.88, 2.85)
C (2.06, 0.49, 2.48)
N (2.21, 0.07, 1.20)
C (3.41, -0.32, 0.78)
C (4.52, -0.30, 1.61)
C (4.39, 0.14, 2.91)
C (3.12, 0.56, 3.39)
H (1.39, 1.76, 6.08)
H (-1.06, 2.10, 5.46)
H (-2.84, 1.93, 3.72)
H (-2.25, 1.04, 1.49)
H (3.49, -0.66, -0.25)
H (5.48, -0.63, 1.24)
H (5.24, 0.16, 3.57)
C (-0.74, -0.85, -2.67)
N (0.51, -1.08, -1.89)
C (1.66, -0.60, -2.70)
C (0.69, -2.52, -1.58)
C (-0.35, -3.00, -0.59)
N (-0.29, -2.20, 0.66)
C (-1.61, -2.20, 1.33)
C (0.72, -2.75, 1.58)
H (-0.76, -1.51, -3.54)
H (-0.76, 0.18, -3.01)
H (-1.62, -1.04, -2.06)
H (1.66, -1.07, -3.69)
H (2.60, -0.85, -2.20)
H (1.59, 0.48, -2.83)
H (1.70, -2.65, -1.18)
H (0.63, -3.10, -2.50)
H (-0.18, -4.06, -0.37)
H (-1.35, -2.92, -1.01)
H (-1.93, -3.23, 1.53)
H (-2.36, -1.72, 0.70)
H (-1.54, -1.67, 2.28)
H (0.45, -3.76, 1.89)
H (0.78, -2.12, 2.47)
H (1.70, -2.78, 1.10)
C (2.58, 3.51, -0.05)
N (1.62, 4.08, -0.99)
C (1.85, 5.47, -1.40)
C (1.22, 5.71, -2.75)
C (-0.24, 5.32, -2.66)
N (-0.38, 3.97, -2.11)
C (-1.65, 3.31, -2.39)
C (0.54, 3.37, -1.34)
O (0.37, 2.15, -0.96)
H (3.58, 3.82, -0.33)
H (2.51, 2.42, -0.05)
H (2.37, 3.88, 0.96)
H (2.92, 5.64, -1.41)
H (1.42, 6.12, -0.63)
H (1.73, 5.12, -3.51)
H (1.31, 6.76, -3.02)
H (-0.73, 5.33, -3.63)
H (-0.80, 6.01, -2.02)
H (-1.74, 3.14, -3.46)
H (-2.47, 3.97, -2.10)
H (-1.72, 2.37, -1.85)

spin multiplicity: 5
gap between HOMO and LUMO (spin up / spin down): 0.12783 / 0.16037 hartree
energy: -1647.686480 a.u.
total charge: +3
relative energy (zero: lowest compared OMol25 entry of this formula, charge and spin): 50.5 kcal/mol
molar mass: 661.807 g/mol
HOMO (spin up / spin down): -14.557 / -16.780 eV
LUMO energy (spin up / spin down): -11.08 / -12.42 eV

***

[5]
A 3-piece molecular cluster, C24H41FN5O4PS overall at a distorted geometry, computed with ωB97M-V/def2-TZVPD.

Element x y z (Å)
C (6.61, 2.35, 1.53)
S (5.08, 1.26, 1.34)
O (4.91, 1.08, -0.16)
O (5.44, -0.04, 2.06)
C (3.68, 2.19, 2.14)
F (3.72, 3.54, 1.60)
C (3.90, 2.33, 3.71)
N (4.12, 2.53, 4.88)
C (2.19, 1.60, 1.74)
C (1.25, 1.96, 3.02)
N (0.62, 2.32, 4.00)
O (1.74, 2.41, 0.63)
C (0.52, 1.91, 0.04)
O (0.62, 1.18, -1.00)
C (-0.96, 2.23, 0.54)
C (-1.78, 3.49, 0.03)
C (-3.25, 3.80, 0.48)
C (-4.05, 2.85, 1.46)
C (-3.24, 1.60, 2.00)
C (-1.76, 1.29, 1.55)
P (2.23, -0.28, 1.41)
N (0.79, -0.99, 1.40)
H (6.45, 3.16, 2.35)
H (6.93, 2.80, 0.52)
H (7.49, 1.66, 1.85)
H (-1.32, 4.24, -0.72)
H (-3.84, 4.72, 0.08)
H (-5.13, 3.04, 1.77)
H (-3.80, 0.90, 2.71)
H (-1.30, 0.34, 2.00)
H (2.97, -0.87, 2.51)
H (2.87, -0.49, 0.14)
H (0.72, -1.72, 2.12)
C (4.87, -5.12, -2.49)
C (5.49, -4.85, -1.13)
N (6.71, -4.05, -1.17)
C (7.41, -4.00, 0.11)
C (6.70, -3.32, 1.28)
C (6.61, -2.77, -1.87)
C (5.59, -1.76, -1.35)
H (5.57, -5.62, -3.16)
H (3.99, -5.76, -2.38)
H (4.53, -4.20, -2.98)
H (5.73, -5.83, -0.69)
H (4.73, -4.40, -0.48)
H (8.39, -3.53, -0.03)
H (7.64, -5.03, 0.40)
H (6.74, -2.24, 1.20)
H (7.21, -3.59, 2.22)
H (5.66, -3.63, 1.38)
H (6.39, -2.96, -2.92)
H (7.59, -2.29, -1.89)
H (4.63, -2.22, -1.09)
H (5.38, -1.01, -2.12)
H (5.96, -1.22, -0.48)
C (-7.51, 3.15, -0.29)
C (-7.09, 1.86, -0.99)
N (-7.88, 0.69, -0.61)
C (-7.32, -0.57, -1.10)
C (-7.28, -0.78, -2.61)
C (-9.33, 0.82, -0.75)
C (-9.88, 1.13, -2.14)
H (-7.45, 3.05, 0.80)
H (-6.84, 3.96, -0.59)
H (-8.52, 3.45, -0.56)
H (-6.05, 1.67, -0.72)
H (-7.11, 2.03, -2.07)
H (-7.86, -1.41, -0.65)
H (-6.30, -0.65, -0.72)
H (-8.26, -1.03, -3.02)
H (-6.61, -1.62, -2.85)
H (-6.89, 0.10, -3.15)
H (-9.68, 1.60, -0.07)
H (-9.82, -0.09, -0.38)
H (-9.29, 1.89, -2.67)
H (-10.90, 1.52, -2.06)
H (-9.93, 0.24, -2.76)

spin multiplicity: 1
gap between HOMO and LUMO: 0.26282 hartree
structure (SMILES): CS(=O)(=O)[C@](F)(C#N)[C@@](C#N)(OC(=O)c1ccccc1)[PH2]=N.CCN(CC)CC.CCN(CC)CC
energy: -2352.761460 a.u.
total charge: 0
molar mass: 545.662 g/mol
HOMO: -8.051 eV
LUMO energy: -0.90 eV

***

[6]
C24H35Br13IN6O2PS as an isolated structure at a distorted geometry, computed with ωB97M-V/def2-TZVPD.

Element x y z (Å)
C (2.00, -5.42, 3.43)
C (2.64, -4.71, 2.13)
S (2.64, -5.75, 0.60)
C (1.38, -5.09, -0.63)
C (1.44, -3.47, -0.77)
N (2.70, -2.87, -0.46)
C (2.54, -1.45, -0.61)
C (3.87, -0.63, -0.30)
I (5.72, -1.69, 0.26)
C (3.97, 0.91, -0.39)
C (2.64, 1.67, -0.82)
C (2.79, 3.28, -0.93)
C (2.69, 3.84, 0.59)
N (1.82, 2.84, 1.33)
N (4.04, 3.77, 1.24)
N (2.05, 5.18, 0.62)
C (1.30, 0.92, -1.14)
C (0.10, 1.84, -1.60)
C (-1.38, 1.35, -1.26)
C (-1.71, 1.12, 0.29)
C (-3.34, 1.15, 0.40)
N (-3.88, 0.01, 1.20)
C (-5.37, 0.00, 1.27)
C (-3.26, 0.11, 2.56)
C (-2.73, -1.29, 3.18)
O (-3.13, 1.22, 3.17)
C (1.27, -0.67, -1.04)
N (0.06, -1.36, -1.39)
C (0.14, -2.77, -1.24)
P (-1.46, -3.75, -1.64)
O (-2.00, -4.55, -0.19)
Br (-1.01, -5.34, -3.20)
H (2.61, -5.07, 4.35)
H (2.06, -6.56, 3.42)
H (0.94, -5.01, 3.55)
H (3.73, -4.44, 2.36)
H (2.09, -3.71, 1.97)
H (1.60, -5.55, -1.67)
H (0.36, -5.47, -0.30)
H (4.97, 1.43, -0.19)
H (3.85, 3.48, -1.41)
H (2.03, 3.74, -1.66)
H (0.83, 3.06, 1.14)
H (2.01, 2.94, 2.34)
H (4.13, 2.84, 1.69)
H (4.78, 3.77, 0.52)
H (2.73, 5.94, 0.51)
H (1.59, 5.26, 1.54)
H (0.17, 2.94, -1.24)
H (0.16, 1.92, -2.76)
H (-2.11, 2.19, -1.62)
H (-1.62, 0.45, -1.94)
H (-1.31, 1.92, 1.00)
H (-1.37, 0.05, 0.58)
H (-3.82, 1.11, -0.65)
H (-3.69, 2.18, 0.83)
H (-5.80, 0.63, 2.14)
H (-5.67, -1.10, 1.50)
H (-5.90, 0.29, 0.31)
H (-3.29, -1.49, 4.16)
H (-2.92, -2.12, 2.40)
H (-1.59, -1.22, 3.31)
H (-1.92, -3.92, 0.58)
C (5.40, 2.95, -4.33)
Br (5.65, 4.86, -4.09)
Br (7.08, 2.03, -4.64)
Br (4.41, 2.16, -2.86)
H (4.79, 2.82, -5.23)
C (2.61, 8.79, -1.41)
Br (1.24, 7.42, -1.50)
Br (3.68, 8.64, 0.20)
Br (3.71, 8.82, -3.01)
H (2.09, 9.75, -1.36)
C (-9.21, 2.13, 2.01)
Br (-7.84, 3.39, 1.48)
Br (-9.69, 0.93, 0.56)
Br (-8.71, 1.15, 3.61)
H (-10.10, 2.71, 2.25)
C (-2.55, -9.48, -2.68)
Br (-3.97, -9.55, -4.00)
Br (-2.69, -7.91, -1.55)
Br (-2.45, -11.12, -1.64)
H (-1.61, -9.40, -3.23)

spin multiplicity: 1
gap between HOMO and LUMO: 0.24665 hartree
energy: -35913.575332 a.u.
total charge: 0
molar mass: 1668.281 g/mol
HOMO: -8.176 eV
LUMO energy: -1.46 eV

***

> The lowest molar mass belongs to which entry?

C3H6N4

***

> Which formula does entry 3 have?

C3H6N4

***

> The highest molar mass belongs to which entry?

C24H35Br13IN6O2PS